Record 1
Density functional theory data (ωB97M-V/def2-TZVPD) for a molecular structure, C63H86AsBGe2InN7 at a distorted geometry.

The geometry in XYZ format:
```
161
C63H86AsBGe2InN7 (ωB97M-V/def2-TZVPD)
In -0.150 0.601 0.442
C 1.564 0.160 -4.707
C 1.841 0.170 -3.244
C 2.973 -0.251 -2.568
C 2.726 -0.013 -1.223
N 1.501 0.531 -1.084
N 0.977 0.645 -2.340
B -0.225 1.582 -2.590
N -1.535 0.839 -2.292
N -1.848 0.415 -1.029
C -3.083 -0.129 -1.096
C -3.564 -0.002 -2.390
C -2.560 0.602 -3.121
C -2.584 0.958 -4.569
C -3.839 -0.778 0.035
C -5.347 -0.631 -0.202
C -3.503 -2.275 0.061
C -3.501 -0.114 1.362
N -0.075 2.826 -1.702
N -0.351 2.817 -0.363
C -0.335 4.089 0.040
C -0.024 4.922 -1.033
C 0.133 4.086 -2.122
C 0.463 4.444 -3.529
C -0.647 4.507 1.454
C -1.891 3.754 1.938
C -0.927 6.012 1.518
C 0.576 4.205 2.323
C 3.704 -0.183 -0.084
C 5.113 -0.404 -0.642
C 3.332 -1.407 0.751
C 3.694 1.091 0.766
H 2.343 -0.401 -5.220
H 1.541 1.170 -5.116
H 0.606 -0.313 -4.921
H 3.862 -0.662 -3.006
H -0.225 1.929 -3.722
H -4.517 -0.321 -2.764
H -3.129 0.191 -5.117
H -1.589 1.048 -4.992
H -3.103 1.905 -4.721
H -5.669 -1.175 -1.087
H -5.637 0.414 -0.313
H -5.886 -1.046 0.650
H -3.712 -2.730 -0.908
H -4.115 -2.773 0.814
H -2.455 -2.466 0.285
H -3.767 0.944 1.367
H -2.439 -0.198 1.598
H -4.038 -0.614 2.169
H 0.056 5.992 -1.032
H 0.701 5.504 -3.583
H -0.373 4.247 -4.200
H 1.322 3.880 -3.892
H -2.752 4.014 1.321
H -2.117 4.004 2.975
H -1.757 2.672 1.883
H -1.763 6.289 0.875
H -0.056 6.597 1.225
H -1.181 6.286 2.541
H 0.796 3.134 2.336
H 0.405 4.529 3.349
H 1.454 4.724 1.936
H 5.165 -1.309 -1.246
H 5.815 -0.521 0.184
H 5.443 0.439 -1.248
H 3.312 -2.301 0.130
H 2.352 -1.304 1.226
H 4.081 -1.579 1.526
H 3.944 1.964 0.163
H 4.422 1.013 1.574
H 2.709 1.262 1.208
C 3.940 -0.329 3.973
Ge 2.451 0.894 4.298
C 3.091 2.710 3.912
C 2.029 0.710 6.210
Ge 0.278 0.367 3.176
C -0.468 -1.382 3.641
C -1.120 -2.214 2.749
C -1.868 -3.297 3.196
C -1.961 -3.561 4.548
C -1.292 -2.750 5.457
C -0.556 -1.668 5.008
C -1.035 1.526 4.104
C -2.366 1.127 4.217
C -3.268 1.831 4.997
C -2.848 2.942 5.715
C -1.521 3.332 5.649
C -0.630 2.627 4.852
H 4.848 0.179 4.300
H 4.052 -0.592 2.928
H 3.830 -1.242 4.555
H 4.088 2.801 4.347
H 2.465 3.485 4.344
H 3.174 2.891 2.842
H 2.919 1.005 6.768
H 1.811 -0.326 6.458
H 1.197 1.331 6.531
H -1.022 -2.051 1.682
H -2.362 -3.938 2.478
H -2.543 -4.403 4.898
H -1.355 -2.957 6.518
H -0.077 -1.026 5.735
H -2.703 0.229 3.716
H -4.296 1.503 5.061
H -3.546 3.485 6.336
H -1.176 4.184 6.220
H 0.395 2.966 4.812
C 3.901 -8.236 -3.302
C 3.331 -7.269 -2.307
C 3.067 -5.955 -2.639
C 2.522 -5.060 -1.721
C 2.412 -3.633 -2.198
C 2.185 -5.499 -0.436
As 1.235 -4.184 0.695
N -0.283 -3.690 -0.129
C -0.527 -3.782 -1.486
C -0.790 -2.612 -2.212
C -1.110 -2.668 -3.555
C -1.205 -3.893 -4.203
C -0.945 -5.058 -3.496
C -0.592 -5.011 -2.159
C 0.589 -5.091 2.296
C 1.214 -4.758 3.501
C 2.286 -3.710 3.631
C 0.856 -5.442 4.661
C -0.110 -6.429 4.658
C -0.492 -7.156 5.913
C -0.741 -6.720 3.453
C -0.414 -6.071 2.274
C -1.117 -6.487 1.017
C 2.550 -6.804 -0.045
C 2.463 -7.342 1.360
C 3.096 -7.657 -0.992
H 4.022 -7.772 -4.279
H 3.251 -9.104 -3.415
H 4.876 -8.600 -2.975
H 3.296 -5.598 -3.636
H 1.812 -3.572 -3.107
H 3.411 -3.261 -2.436
H 1.974 -2.949 -1.472
H -0.653 -1.655 -1.728
H -1.287 -1.749 -4.100
H -1.471 -3.939 -5.250
H -1.006 -6.017 -3.994
H -0.363 -5.923 -1.629
H 2.221 -2.939 2.864
H 3.283 -4.155 3.570
H 2.202 -3.222 4.603
H 1.345 -5.180 5.592
H 0.082 -6.800 6.767
H -0.318 -8.228 5.811
H -1.552 -7.021 6.135
H -1.513 -7.481 3.431
H -1.965 -7.128 1.254
H -0.443 -7.055 0.368
H -1.478 -5.629 0.451
H 2.768 -6.607 2.104
H 3.128 -8.199 1.451
H 1.460 -7.672 1.627
H 3.367 -8.660 -0.685
```

* net charge: +1
* 2S+1: 2
* E_HOMO (alpha / beta): -0.346 / -0.369 Ha
* energy above the lowest of the compared OMol25 structures with the same formula, charge and spin: 0.0 kcal/mol
* largest force on an atom: 1.1 eV Å⁻¹

Record 2
Density functional theory data (ωB97M-V/def2-TZVPD) for 4 unconnected molecules or ions with the total composition C4H18N3O3 at a distorted geometry.

The geometry in XYZ format:
```
28
C4H18N3O3 (ωB97M-V/def2-TZVPD)
C -0.957 -2.472 2.523
C -0.900 -2.245 0.991
C 0.145 -1.095 0.800
N -0.487 0.049 0.144
C -0.209 0.559 -1.035
N 0.544 -0.161 -1.928
N -0.679 1.762 -1.374
H -0.342 -3.238 2.936
H -1.970 -2.825 2.836
H -0.922 -1.509 3.069
H -0.528 -3.120 0.497
H -1.903 -1.971 0.658
H 0.607 -0.739 1.711
H 1.098 -1.470 0.381
H -1.125 0.554 0.757
H 1.510 -0.285 -1.653
H 0.500 0.182 -2.879
H -0.549 2.097 -2.319
H -1.531 2.099 -0.952
H 2.181 1.807 -3.871
H 1.828 1.987 -2.438
O 1.426 2.040 -3.310
H 2.976 0.258 0.879
H 3.774 0.308 -0.431
O 2.881 0.212 -0.073
H -2.480 1.966 2.058
H -2.521 3.087 0.895
O -2.368 2.162 1.130
```

* net charge: +1
* E_HOMO: -0.503 Ha
* energy above the lowest of the compared OMol25 structures with the same formula, charge and spin: 10.6 kcal/mol
* largest force on an atom: 2.8 eV Å⁻¹

Record 3
Density functional theory data (ωB97M-V/def2-TZVPD) for a molecular structure, C41H37EuF5OP2 at a distorted geometry.

The geometry in XYZ format:
```
87
C41H37EuF5OP2 (ωB97M-V/def2-TZVPD)
Eu -1.732 -1.368 0.690
C 4.654 3.194 -0.130
C 3.506 3.809 -0.438
C 3.011 4.339 -1.759
C 3.708 3.822 -3.036
C 3.615 2.323 -3.196
C 4.397 1.373 -2.669
C 5.603 1.493 -1.774
C 5.808 2.834 -1.035
C -2.613 -3.234 0.216
H 4.772 2.879 0.907
H 2.804 3.961 0.382
H 3.064 5.439 -1.746
H 1.940 4.102 -1.829
H 3.214 4.293 -3.894
H 4.745 4.163 -3.061
H 2.777 1.979 -3.802
H 4.137 0.343 -2.914
H 6.508 1.269 -2.360
H 5.538 0.691 -1.024
H 6.712 2.737 -0.423
H 6.015 3.629 -1.754
H -2.302 -4.012 0.919
H -2.340 -3.552 -0.799
H -3.706 -3.141 0.258
P -0.769 0.629 1.167
P -0.535 -1.276 -1.237
C 0.219 1.169 -0.279
C 0.301 0.350 -1.334
C -1.813 2.088 1.504
C -1.440 3.386 1.125
C -2.296 4.458 1.368
C -3.527 4.243 1.992
C -3.901 2.954 2.374
C -3.047 1.878 2.131
C 0.472 0.653 2.504
C 1.328 -0.446 2.666
C 2.199 -0.507 3.752
C 2.217 0.522 4.694
C 1.358 1.613 4.546
C 0.489 1.680 3.458
C -1.376 -1.408 -2.846
C -2.629 -0.811 -3.043
C -3.321 -1.005 -4.238
C -2.774 -1.806 -5.241
C -1.533 -2.415 -5.045
C -0.837 -2.220 -3.854
C 0.888 -2.415 -1.390
C 0.748 -3.701 -0.851
C 1.819 -4.594 -0.882
C 3.032 -4.210 -1.455
C 3.175 -2.931 -1.998
C 2.109 -2.035 -1.966
H 0.733 2.130 -0.256
H 0.883 0.609 -2.219
H -0.476 3.558 0.654
H -2.003 5.463 1.074
H -4.191 5.081 2.184
H -4.855 2.786 2.866
H -3.318 0.868 2.426
H 1.306 -1.257 1.942
H 2.862 -1.361 3.863
H 2.894 0.474 5.542
H 1.363 2.414 5.280
H -0.177 2.530 3.348
H -3.065 -0.199 -2.258
H -4.289 -0.533 -4.383
H -3.314 -1.959 -6.171
H -1.107 -3.045 -5.821
H 0.126 -2.698 -3.704
H -0.209 -3.984 -0.418
H 1.702 -5.592 -0.467
H 3.864 -4.908 -1.484
H 4.118 -2.633 -2.448
H 2.218 -1.044 -2.398
F -7.334 -4.120 3.791
C -6.167 -3.474 3.551
C -5.058 -3.707 4.370
F -5.149 -4.584 5.403
C -3.849 -3.048 4.115
F -2.770 -3.298 4.901
C -3.741 -2.169 3.031
O -2.550 -1.596 2.774
C -4.857 -1.924 2.219
F -4.767 -1.061 1.176
C -6.068 -2.578 2.478
F -7.145 -2.350 1.688
```

* net charge: 0
* 2S+1: 8
* E_HOMO (alpha / beta): -0.185 / -0.247 Ha
* largest force on an atom: 12.0 eV Å⁻¹